Entry from the Open Molecules 2025 dataset: a single C3H5N3O molecule (ωB97M-V/def2-TZVPD).

The geometry in XYZ format:
```
12
Properties=species:S:1:pos:R:3:mulliken_charge:R:1
H -0.66572 2.28049 -0.32824 0.23
N 0.24796 2.24643 -0.05449 -0.70
C 0.65896 0.98724 -0.13878 0.50
O 1.89150 0.53856 0.23757 -0.33
C 1.85713 -0.85442 -0.04933 -0.13
N 0.63374 -1.34618 -0.20351 -0.65
N -0.12710 -0.19912 -0.00766 0.47
C -1.55361 -0.51964 0.12005 -0.73
H 2.65170 -1.49938 0.01282 0.47
H -1.98125 -0.08870 0.96414 0.33
H -1.62300 -1.67134 0.14479 0.28
H -1.99030 0.12607 -0.69737 0.26
```

Summary:
- Kohn-Sham gap: 9.40 eV
- ΔE to the lowest compared entry with this formula, charge and spin: 3.500 eV
- E_tot: -356.7288 hartree
- E_LUMO: 0.8 eV
- SMILES string: [H]/N=c1/ocnn1C